Entry 1:
# C2H11NO4

A cluster of 4 separate species, C2H11NO4 in total (ωB97M-V/def2-TZVPD, the Open Molecules 2025 dataset).

The geometry in XYZ format:
```
18
Properties=species:S:1:pos:R:3:forces:R:3:mulliken_charge:R:1
C -0.24179 -0.57650 1.59325 0.92 0.22 -0.23 -0.8726
C 1.06519 -0.73284 0.84478 -0.68 0.47 0.15 0.7183
N 1.43409 0.36781 0.16154 0.35 0.98 -0.72 -0.2898
O 1.70662 -1.75776 0.82213 0.46 -0.69 -0.23 -0.6397
H -1.03074 -0.87604 0.91423 -0.33 -0.18 0.13 0.1730
H -0.35326 0.46628 1.85388 -0.32 0.20 0.14 0.3365
H -0.17258 -1.17956 2.48153 -0.33 -0.35 0.21 0.3109
H 0.94000 1.24802 0.18813 -0.14 -0.29 0.30 0.1600
H 2.25369 0.36292 -0.42510 0.08 -0.19 0.12 0.1430
H -1.39645 1.99540 -0.07480 0.25 0.24 0.00 0.3196
H -1.97858 2.56305 1.15595 0.32 0.27 0.18 0.3159
O -1.15116 2.59196 0.65279 -0.63 -0.56 -0.31 -0.6501
H 2.93396 -1.48740 -1.08849 0.32 -0.02 0.47 0.3167
H 3.41284 -2.08758 -2.34202 0.41 0.17 -0.16 0.2956
O 3.67688 -1.40646 -1.70822 -0.77 -0.32 -0.11 -0.6426
H -3.20979 0.05987 -2.29901 -0.20 -0.06 -0.04 0.3173
H -4.41860 0.13707 -1.32151 0.39 0.01 -0.22 0.3151
O -3.47031 0.31176 -1.40908 -0.10 0.10 0.30 -0.6271
```
Positions in Å, forces in eV/Å.

Its spin multiplicity is 1. The total energy is -438.53631 hartree. The LUMO energy is 0.0113 Ha. The value obtained for the HOMO energy is -9.9 eV. The value obtained for the energy above the lowest of the compared OMol25 structures with the same formula, charge and spin is 13.3 kcal per mole.

Entry 2:
# C16H30N6O4

A cluster of 4 separate species, C16H30N6O4 in total (ωB97M-V/def2-TZVPD, the Open Molecules 2025 dataset).

The geometry in XYZ format:
```
56
Properties=species:S:1:pos:R:3:forces:R:3:mulliken_charge:R:1
N -2.38152 1.49213 1.82301 0.05 -0.02 -0.16 -0.4890
C -1.92916 1.61627 0.77439 -0.06 0.04 0.41 0.2193
C -1.34723 1.77764 -0.54942 -0.03 -0.29 -0.31 -0.1987
C -0.88146 0.43748 -1.15554 -0.14 -0.08 0.37 0.6467
C -2.02738 -0.47507 -1.22318 -0.24 -0.28 -0.16 -0.0252
N -2.90695 -1.21240 -1.29031 0.12 0.14 -0.02 -0.5549
C 0.27758 -0.28586 -0.41457 0.17 0.23 -0.45 -1.0877
C 1.15923 0.57903 0.48251 0.13 -0.18 0.19 -0.4468
C 2.06062 -0.31868 1.32064 0.24 -0.06 -0.08 0.0887
N 1.46288 -1.14989 2.31529 0.06 0.16 0.24 -0.4639
O 3.25115 -0.32157 1.14274 -0.10 -0.05 -0.02 -0.5522
H -2.10649 2.20850 -1.20102 0.08 0.24 0.08 -0.1986
H -0.50783 2.46755 -0.49538 -0.01 0.08 -0.02 0.4578
H -0.61542 0.62071 -2.19690 0.21 0.20 0.03 0.5074
H 0.92740 -0.69573 -1.18765 -0.03 -0.20 0.04 0.2857
H -0.10331 -1.14706 0.12318 -0.14 0.13 0.12 0.5233
H 0.57103 1.19165 1.16814 -0.03 0.03 0.01 0.4326
H 1.83700 1.19738 -0.10273 -0.16 0.23 -0.04 0.2943
H 0.87101 -0.58887 2.92731 -0.26 -0.07 -0.13 0.2874
H 0.89433 -1.87699 1.89334 0.05 -0.06 -0.05 0.2632
C 0.55262 -3.94372 -1.15307 -0.01 -0.03 0.03 0.1180
O 0.85628 -3.19060 -0.24448 0.01 -0.08 0.10 -0.6127
N 1.44518 -4.66163 -1.85618 0.02 0.00 -0.04 0.1190
C 1.04884 -5.54574 -2.93089 0.03 0.01 0.03 -0.9203
C 2.85211 -4.53712 -1.50973 -0.02 0.00 0.00 -0.9413
H -0.49085 -4.09388 -1.47361 0.00 0.00 0.00 0.2986
H 1.34316 -6.57506 -2.71706 -0.01 -0.01 0.00 0.3425
H 1.50776 -5.24308 -3.87423 -0.01 0.00 -0.01 0.3466
H -0.03304 -5.51167 -3.04481 -0.01 -0.01 -0.01 0.2856
H 3.01946 -4.83006 -0.47344 0.00 0.00 0.00 0.3017
H 3.18687 -3.50560 -1.61984 0.00 0.00 0.00 0.2786
H 3.43334 -5.17927 -2.16718 0.01 0.00 0.00 0.3825
C -3.69465 3.00576 -3.12523 -0.07 0.04 0.06 0.1724
O -3.10549 3.74626 -2.35478 0.01 -0.09 -0.12 -0.6747
N -3.81218 3.22645 -4.44525 0.00 0.01 -0.06 0.1009
C -4.52354 2.31479 -5.31694 0.02 0.04 0.01 -0.9183
C -3.20623 4.42465 -5.00174 -0.01 -0.01 0.02 -0.9341
H -4.19028 2.07781 -2.79271 0.02 0.00 0.00 0.2832
H -3.86171 1.92018 -6.09023 0.00 -0.01 0.00 0.3472
H -5.36361 2.81573 -5.80144 -0.01 -0.01 0.00 0.3397
H -4.90756 1.48177 -4.73126 0.00 -0.01 0.00 0.3071
H -2.13076 4.43012 -4.82372 0.00 0.00 -0.01 0.2854
H -3.62521 5.31764 -4.53824 0.00 0.00 0.00 0.2973
H -3.39584 4.44929 -6.07205 0.00 0.00 -0.01 0.3891
C 1.48241 0.15128 5.30246 0.18 -0.16 -0.05 0.1809
O 0.38723 0.51191 4.90929 0.01 0.03 -0.09 -0.6650
N 2.29271 0.88687 6.08593 -0.07 0.06 0.07 0.1068
C 3.59673 0.41480 6.49664 -0.03 0.03 0.01 -0.9255
C 1.83139 2.19403 6.52014 0.01 -0.01 -0.02 -0.9338
H 1.91419 -0.82330 5.02272 0.02 0.02 0.02 0.2976
H 3.66343 0.34632 7.58464 0.00 -0.01 0.00 0.3477
H 4.38314 1.08411 6.14199 0.01 -0.01 -0.01 0.3423
H 3.76982 -0.57308 6.07429 0.01 0.00 0.00 0.3004
H 0.90906 2.10585 7.09456 0.00 0.00 0.01 0.2952
H 1.62788 2.83524 5.66215 0.00 0.00 0.00 0.2875
H 2.60046 2.65116 7.13851 0.00 0.01 0.00 0.3826
```
Positions in Å, forces in eV/Å.

Its spin multiplicity is 1. The total energy is -1257.14607 hartree. The LUMO energy is 0.0182 Ha. The value obtained for the HOMO energy is -9.2 eV.

Entry 3:
# C6H9N

An isolated molecule of C6H9N (ωB97M-V/def2-TZVPD, the Open Molecules 2025 dataset).

The geometry in XYZ format:
```
16
Properties=species:S:1:pos:R:3:forces:R:3:mulliken_charge:R:1
C 2.45691 0.79553 1.85799 0.04 0.03 0.03 -1.1872
C 1.71520 -0.00688 0.88374 -0.29 -0.28 -0.35 0.8064
C 1.04271 -0.62868 0.09895 0.22 0.31 0.38 -0.3096
C -0.00715 -1.21723 -0.74668 0.19 -0.08 -0.02 -0.8406
C -1.28468 -0.46817 -0.44272 -0.07 0.17 0.20 0.0312
C -1.64228 0.74783 -1.20166 0.10 0.18 -0.04 -0.4488
N -2.36477 -0.51453 -1.41956 -0.16 -0.03 0.05 -0.6255
H 2.14259 1.84294 1.78636 0.09 -0.16 0.04 0.2756
H 3.53805 0.75237 1.69325 -0.17 -0.03 0.00 0.2918
H 2.24960 0.44814 2.87615 0.07 0.06 -0.16 0.2883
H -0.12691 -2.28720 -0.53630 0.03 0.16 0.00 0.2777
H 0.23955 -1.12702 -1.81199 -0.07 0.02 0.18 0.2942
H -1.54940 -0.47141 0.61650 0.00 -0.03 -0.23 0.4184
H -1.00745 1.05522 -2.03235 -0.14 -0.07 0.17 0.2130
H -2.14090 1.56468 -0.68159 0.06 -0.21 -0.09 0.2648
H -3.26104 -0.48558 -0.94010 0.10 -0.05 -0.14 0.2501
```
Positions in Å, forces in eV/Å.

Its spin multiplicity is 1. The total energy is -288.67640 hartree. The LUMO energy is 0.0366 Ha. The value obtained for the HOMO energy is -9.5 eV. The value obtained for the energy above the lowest of the compared OMol25 structures with the same formula, charge and spin is 66.3 kcal per mole.